(1)
{"formula": "C20H34F2IN2O7", "method": "wB97M-V/def2-TZVPD", "gap_ev": [8.598, 9.502], "multiplicity": 2, "s_squared": 0.754, "e_lumo_ha": [0.0125, 0.0122], "homo_ev": [-8.26, -9.17], "symbols": ["C", "C", "I", "C", "C", "C", "C", "N", "C", "C", "C", "C", "N", "O", "C", "C", "C", "C", "H", "H", "H", "H", "H", "H", "H", "H", "H", "H", "H", "H", "H", "H", "H", "H", "H", "H", "H", "H", "H", "H", "H", "H", "H", "H", "H", "H", "C", "C", "O", "C", "O", "O", "F", "H", "H", "H", "C", "C", "O", "C", "O", "O", "F", "H", "H", "H"], "positions_angstrom": [[3.423, -0.766, 0.326], [2.815, -0.704, -1.059], [3.483, -2.431, -2.177], [1.291, -0.583, -1.212], [0.545, 0.352, -0.239], [1.253, 1.726, -0.142], [0.993, 2.544, 1.118], [-0.353, 3.125, 1.187], [-0.838, 0.626, -0.895], [-1.972, -0.387, -0.583], [-2.973, 0.235, 0.400], [-2.754, -0.660, -1.888], [-1.435, -1.679, -0.113], [-2.281, -2.643, -0.083], [-0.521, -1.646, 1.044], [0.453, -2.842, 0.919], [-1.289, -1.807, 2.374], [0.239, -0.296, 1.114], [3.279, -1.719, 0.817], [4.497, -0.636, 0.230], [3.069, 0.026, 0.972], [3.266, 0.129, -1.577], [1.138, -0.150, -2.197], [0.817, -1.552, -1.253], [0.887, 2.319, -0.976], [2.331, 1.654, -0.260], [1.203, 1.981, 2.020], [1.725, 3.351, 1.118], [-0.808, 2.946, 2.071], [-0.325, 4.124, 1.042], [-0.709, 0.668, -1.971], [-1.198, 1.599, -0.595], [-3.293, 1.178, -0.028], [-2.557, 0.441, 1.377], [-3.857, -0.387, 0.490], [-3.780, -0.900, -1.637], [-2.759, 0.232, -2.502], [-2.356, -1.521, -2.411], [0.483, -3.176, -0.112], [0.125, -3.692, 1.501], [1.463, -2.571, 1.195], [-2.350, -1.628, 2.259], [-0.941, -1.095, 3.115], [-1.186, -2.790, 2.815], [1.119, -0.467, 1.724], [-0.395, 0.377, 1.677], [-3.345, 1.005, 6.149], [-2.615, 0.218, 5.086], [-2.357, 1.206, 4.102], [-2.284, 2.411, 4.735], [-1.841, 3.397, 4.250], [-2.775, 2.312, 5.992], [-3.385, -0.750, 4.540], [-4.415, 1.047, 5.948], [-3.179, 0.630, 7.155], [-1.668, -0.216, 5.412], [3.333, -0.894, -5.665], [2.282, 0.188, -5.622], [2.522, 0.900, -6.822], [3.081, 0.027, -7.713], [3.184, 0.224, -8.876], [3.490, -1.098, -7.075], [2.448, 1.024, -4.565], [4.276, -0.551, -5.237], [3.026, -1.808, -5.169], [1.254, -0.178, -5.621]], "atomic_forces_ev_per_a": [[0.482, -0.268, -0.064], [-0.394, 0.050, 0.203], [0.019, 0.086, 0.036], [0.446, 0.306, -0.074], [-0.507, 0.064, -0.280], [-0.277, -0.194, 0.302], [-0.003, 0.557, -0.101], [-0.079, -0.314, -0.099], [-0.045, -0.668, 0.318], [-0.199, 0.430, -1.107], [0.126, -0.149, -0.075], [-0.099, -0.164, 0.716], [-0.849, 0.280, 0.933], [0.419, 0.027, -0.297], [0.917, -0.351, 0.693], [-0.283, 0.090, -0.663], [-0.360, 0.096, 0.078], [-0.261, -0.262, -0.334], [-0.183, -0.151, 0.107], [0.209, 0.002, 0.035], [-0.207, 0.196, 0.070], [0.177, 0.102, -0.252], [0.035, -0.020, -0.298], [-0.126, -0.201, 0.140], [0.120, 0.165, -0.289], [0.150, -0.151, -0.012], [0.018, -0.285, 0.163], [0.188, 0.112, 0.023], [0.023, 0.144, 0.049], [-0.066, -0.014, 0.074], [0.151, 0.011, -0.254], [0.029, 0.272, 0.216], [-0.074, 0.265, -0.065], [0.093, 0.069, 0.222], [-0.052, -0.261, 0.201], [-0.242, -0.123, -0.092], [0.045, 0.116, -0.229], [0.263, 0.048, -0.263], [0.109, -0.129, -0.161], [-0.031, -0.123, 0.173], [0.139, 0.012, 0.255], [-0.194, 0.025, -0.137], [0.245, 0.179, 0.103], [0.025, -0.237, -0.093], [0.212, 0.015, 0.107], [-0.088, 0.378, 0.076], [-0.033, 0.072, 0.228], [-0.189, 0.038, -0.259], [0.268, -0.030, 0.178], [-0.069, 0.133, 0.015], [-0.048, -0.069, -0.029], [0.003, -0.140, -0.093], [-0.027, 0.017, 0.054], [0.007, -0.076, -0.110], [0.119, 0.162, 0.026], [-0.039, -0.137, -0.035], [0.062, -0.258, -0.025], [0.158, 0.195, -0.037], [-0.199, -0.245, -0.010], [0.142, -0.026, -0.135], [0.019, 0.035, 0.122], [-0.102, 0.186, 0.087], [0.008, 0.034, -0.007], [-0.048, 0.109, 0.051], [-0.010, -0.097, -0.182], [-0.038, 0.061, 0.111]], "lowdin_spin": [0.0000, 0.0010, 0.0000, 0.0053, 0.0008, -0.0001, 0.0000, -0.0001, 0.0001, 0.0279, 0.0208, 0.0012, 0.3752, 0.5098, 0.0272, 0.0073, 0.0148, -0.0008, 0.0000, 0.0000, 0.0000, 0.0002, 0.0000, 0.0035, 0.0000, 0.0000, 0.0000, 0.0000, 0.0000, 0.0000, -0.0001, -0.0003, 0.0019, 0.0004, 0.0026, -0.0004, -0.0003, -0.0005, -0.0007, 0.0002, 0.0000, 0.0016, 0.0006, 0.0013, -0.0001, -0.0002, 0.0000, 0.0001, 0.0000, 0.0000, 0.0000, 0.0000, 0.0001, 0.0000, 0.0000, 0.0001, 0.0000, 0.0000, 0.0000, 0.0000, 0.0000, 0.0000, 0.0000, 0.0000, 0.0000, 0.0000]}


(2)
{"formula": "C24H30F3IN4NiSb", "method": "wB97M-V/def2-TZVPD", "gap_ev": [8.193, 8.319], "multiplicity": 3, "total_charge": 1, "s_squared": 2.007, "e_lumo_ha": [-0.0846, -0.0923], "homo_ev": [-10.50, -10.83], "symbols": ["Ni", "N", "C", "C", "N", "C", "C", "N", "C", "C", "N", "H", "H", "H", "H", "H", "H", "H", "H", "H", "H", "H", "H", "H", "H", "H", "H", "H", "H", "I", "F", "C", "C", "C", "C", "C", "C", "Sb", "C", "C", "C", "C", "F", "C", "C", "C", "C", "C", "C", "F", "C", "C", "H", "H", "H", "H", "H", "H", "H", "H", "H", "H", "H", "H"], "positions_angstrom": [[0.281, 0.419, 0.005], [-0.274, -1.745, 0.029], [0.018, -2.391, 1.313], [-0.285, -1.432, 2.475], [0.049, -0.026, 2.171], [-1.037, 0.886, 2.572], [-2.238, 0.761, 1.636], [-1.811, 0.930, 0.233], [1.346, 0.372, 2.741], [2.489, -0.280, 1.968], [2.346, 0.013, 0.526], [-1.262, -1.801, -0.193], [0.204, -2.220, -0.728], [1.070, -2.668, 1.315], [-0.557, -3.307, 1.464], [0.256, -1.769, 3.363], [-1.346, -1.495, 2.714], [-0.650, 1.904, 2.518], [-1.358, 0.705, 3.605], [-2.991, 1.496, 1.924], [-2.691, -0.225, 1.742], [-1.886, 1.900, -0.056], [-2.410, 0.413, -0.400], [1.420, 0.102, 3.801], [1.441, 1.458, 2.670], [2.464, -1.358, 2.112], [3.439, 0.080, 2.364], [2.738, -0.733, -0.038], [2.877, 0.843, 0.286], [0.366, 0.545, -2.524], [5.982, 5.155, -3.115], [4.887, 4.703, -2.493], [4.099, 5.601, -1.794], [2.971, 5.128, -1.145], [2.644, 3.775, -1.200], [3.443, 2.898, -1.922], [4.577, 3.360, -2.576], [0.906, 3.135, -0.132], [1.430, 4.028, 1.774], [2.775, 4.118, 2.125], [3.152, 4.547, 3.390], [2.165, 4.884, 4.298], [2.521, 5.300, 5.519], [0.822, 4.807, 3.982], [0.462, 4.370, 2.715], [-0.457, 4.546, -1.000], [-1.372, 5.269, -0.242], [-2.228, 6.172, -0.854], [-2.157, 6.328, -2.226], [-2.981, 7.200, -2.817], [-1.262, 5.614, -3.002], [-0.409, 4.717, -2.381], [4.369, 6.648, -1.768], [2.342, 5.821, -0.598], [3.176, 1.851, -2.013], [5.207, 2.694, -3.151], [3.544, 3.860, 1.406], [4.193, 4.635, 3.673], [0.078, 5.088, 4.716], [-0.592, 4.309, 2.470], [-1.415, 5.154, 0.833], [-2.938, 6.756, -0.284], [-1.240, 5.767, -4.073], [0.295, 4.151, -2.979]], "atomic_forces_ev_per_a": [[-0.273, -0.630, 0.884], [0.098, 0.175, -0.070], [-0.009, 0.163, 0.168], [0.046, -0.136, -0.284], [0.038, 0.381, 0.022], [-0.158, 0.006, -0.046], [0.191, -0.025, 0.093], [0.113, 0.083, 0.059], [0.174, -0.032, -0.050], [-0.169, 0.106, 0.126], [-0.034, -0.019, -0.027], [-0.032, -0.018, -0.044], [-0.026, 0.047, -0.100], [-0.003, -0.019, -0.039], [0.058, -0.040, -0.020], [-0.036, 0.039, 0.048], [-0.007, 0.028, -0.002], [0.047, 0.007, 0.042], [0.026, 0.023, 0.010], [-0.046, -0.042, 0.019], [-0.059, 0.020, -0.041], [-0.053, 0.040, -0.053], [0.005, -0.003, -0.095], [-0.023, 0.008, 0.010], [-0.066, -0.008, -0.013], [0.082, -0.010, -0.009], [0.020, -0.039, 0.003], [0.009, -0.026, -0.066], [0.061, 0.030, -0.053], [0.023, -0.093, -0.792], [0.014, 0.007, -0.020], [-0.109, -0.059, 0.044], [0.022, 0.086, 0.011], [0.039, -0.026, -0.044], [-0.382, -0.207, 0.269], [0.047, -0.006, 0.013], [0.065, -0.031, -0.044], [0.212, 0.474, 0.233], [-0.131, -0.058, -0.518], [-0.091, -0.012, 0.085], [0.077, 0.008, 0.047], [-0.029, -0.013, -0.117], [0.011, 0.008, 0.037], [-0.084, -0.002, 0.066], [0.078, 0.006, 0.022], [0.274, -0.360, 0.302], [0.004, -0.013, -0.053], [-0.085, 0.065, 0.027], [0.089, -0.087, 0.094], [-0.016, 0.015, -0.034], [-0.034, 0.039, -0.092], [-0.059, -0.010, 0.004], [0.018, -0.017, -0.012], [0.031, 0.024, 0.001], [-0.033, 0.002, -0.008], [0.017, 0.032, 0.002], [0.050, 0.040, -0.014], [-0.014, -0.007, 0.012], [0.036, 0.010, 0.016], [0.025, -0.015, 0.084], [-0.034, 0.067, -0.061], [0.000, 0.000, -0.022], [-0.008, 0.004, 0.013], [0.000, 0.020, -0.021]], "lowdin_spin": [1.6353, 0.0464, 0.0044, 0.0035, 0.0450, 0.0009, 0.0044, 0.0403, 0.0005, 0.0042, 0.0366, 0.0003, 0.0004, -0.0001, 0.0015, 0.0009, 0.0001, 0.0002, 0.0005, 0.0011, 0.0000, 0.0002, 0.0006, 0.0006, -0.0001, 0.0000, 0.0011, 0.0004, 0.0001, 0.0851, -0.0001, -0.0002, 0.0005, 0.0017, 0.0073, 0.0001, 0.0000, 0.0387, 0.0135, 0.0027, 0.0001, 0.0015, 0.0005, 0.0000, 0.0024, 0.0103, 0.0020, 0.0000, 0.0011, 0.0004, 0.0001, 0.0019, 0.0001, 0.0003, 0.0000, 0.0000, 0.0001, 0.0000, 0.0000, 0.0001, 0.0001, 0.0000, 0.0000, 0.0001]}


(3)
{"formula": "C5H8N2O", "method": "wB97M-V/def2-TZVPD", "gap_ev": 8.348, "smiles": "C=CC(/C=N/O)=C\\N", "e_lumo_ha": 0.0210, "homo_ev": -7.78, "symbols": ["C", "C", "C", "C", "N", "O", "C", "N", "H", "H", "H", "H", "H", "H", "H", "H"], "positions_angstrom": [[0.431, -2.339, 0.770], [0.409, -1.205, 0.018], [-0.446, -0.070, -0.118], [0.215, 1.109, -0.679], [1.580, 1.288, -0.348], [1.923, 2.650, -0.551], [-1.780, -0.159, 0.023], [-2.337, -1.336, 0.682], [1.555, -2.742, 0.831], [-0.316, -2.496, 1.629], [1.308, -0.881, -0.477], [-0.406, 1.914, -0.907], [2.821, 2.541, -0.424], [-2.458, 0.631, -0.384], [-2.049, -2.392, 0.835], [-3.517, -1.463, 0.887]], "atomic_forces_ev_per_a": [[1.878, 1.001, 1.033], [1.219, -0.813, 1.457], [-0.543, -0.316, -1.398], [5.551, -0.341, 3.403], [-6.306, 0.101, -1.802], [-2.694, -0.987, -0.484], [-1.336, -2.179, 0.894], [-4.835, -1.441, 0.831], [-3.031, 0.153, -0.022], [1.423, -0.156, -1.587], [0.647, -1.055, -0.273], [-0.565, 1.634, -0.753], [3.119, 0.370, 0.315], [0.329, -0.948, 0.894], [0.476, 3.562, -1.222], [4.670, 1.415, -1.284]], "mulliken_charge": [-0.7546, -0.2622, 0.5491, -0.6187, -0.3146, -0.3742, -0.1826, -0.5211, 0.2182, 0.2748, 0.4065, 0.4293, 0.3609, 0.2896, 0.2597, 0.2401]}


(4)
{"formula": "C5H9ClIN3O4PS", "method": "wB97M-V/def2-TZVPD", "gap_ev": 8.343, "smiles": "O=S(=O)(O)CCCn1c[n+](I)nc1P(O)Cl", "total_charge": 1, "e_lumo_ha": -0.1842, "homo_ev": -13.36, "symbols": ["O", "S", "O", "O", "C", "C", "C", "N", "C", "N", "I", "N", "C", "P", "O", "Cl", "H", "H", "H", "H", "H", "H", "H", "H", "H"], "positions_angstrom": [[-0.968, 3.588, 1.267], [-0.590, 2.325, 0.738], [0.465, 1.603, 1.392], [-0.206, 2.549, -0.789], [-2.070, 1.352, 0.665], [-1.978, -0.051, 0.034], [-0.759, -0.876, 0.453], [0.386, -0.795, -0.474], [0.355, -0.571, -1.791], [1.604, -0.566, -2.210], [2.243, -0.271, -4.128], [2.469, -0.786, -1.198], [1.714, -0.918, -0.133], [2.512, -1.136, 1.554], [1.402, -2.084, 2.260], [3.978, -2.439, 1.016], [0.590, 2.039, -0.998], [-2.756, 1.955, 0.069], [-2.488, 1.329, 1.669], [-2.849, -0.605, 0.385], [-2.104, 0.025, -1.044], [-1.055, -1.923, 0.535], [-0.397, -0.572, 1.427], [-0.527, -0.405, -2.384], [1.029, -2.765, 1.685]], "atomic_forces_ev_per_a": [[-0.081, -0.101, -0.336], [-0.254, 1.031, 1.436], [0.148, -0.513, -0.612], [-0.037, -0.457, -0.231], [-0.267, -0.240, -0.842], [0.133, 0.298, 0.456], [-0.488, -0.344, 0.015], [0.133, 0.252, 0.147], [-0.136, -0.071, 0.284], [-0.009, 0.112, -0.466], [0.016, -0.027, 0.126], [-0.280, 0.045, 0.129], [0.534, -0.430, -0.242], [0.034, 0.462, 0.635], [-0.186, 0.090, -0.426], [-0.110, -0.064, -0.238], [0.121, 0.201, 0.059], [-0.011, 0.082, 0.064], [0.340, 0.020, 0.177], [-0.061, 0.036, -0.043], [0.128, -0.074, -0.054], [0.113, -0.051, -0.184], [0.033, 0.080, 0.010], [0.067, -0.053, -0.131], [0.119, -0.284, 0.268]], "mulliken_charge": [-0.5979, 1.1469, -0.5341, -0.4643, -0.7930, -0.8807, -0.8246, 0.3655, -0.0148, -0.1817, 0.4148, -0.3978, 0.3125, 0.3272, -0.4625, -0.1985, 0.3723, 0.4446, 0.4265, 0.3573, 0.3157, 0.5061, 0.6510, 0.3710, 0.3384]}